1.
This record from the OMol25 dataset describes a cluster of 2 separate species, C7H4BrClF2N4 in total at a distorted geometry. The level of theory is wB97M-V/def2-TZVPD.

The geometry in XYZ format:
```
19
Properties=species:S:1:pos:R:3:mulliken_charge:R:1
Br -0.275 1.474 3.626 -0.0022
Cl -3.034 0.071 1.509 -0.1527
F 2.208 0.389 4.019 -0.1081
F 0.619 -1.106 3.567 -0.1136
N 2.021 -0.139 -1.283 -0.4504
N -0.452 0.082 1.154 -0.7017
N 2.773 -0.093 -0.136 -0.5184
N 0.680 0.090 0.436 0.5428
C -1.692 -0.080 -0.800 -0.7035
C 1.953 -0.007 0.839 0.3610
C -0.569 -0.205 -3.042 -1.1575
C -1.594 0.058 0.555 0.2284
C 0.781 -0.031 -0.954 0.0728
C -0.493 -0.067 -1.591 0.9832
C 1.059 0.126 3.388 0.4945
H -0.164 -1.235 -3.281 0.2941
H -1.575 0.132 -3.334 0.3555
H -2.586 0.114 -1.420 0.2519
H 0.340 0.427 -3.252 0.3239
```

Kohn-Sham gap in eV: 7.0
Relative energy (zero: lowest compared OMol25 entry of this formula, charge and spin) in kJ/mol: 92.7


2.
This record from the OMol25 dataset describes a structure of composition C23H50N2O2P2PdS at a distorted geometry. The level of theory is wB97M-V/def2-TZVPD.

The geometry in XYZ format:
```
81
Properties=species:S:1:pos:R:3:mulliken_spin:R:1
Pd -0.640 0.193 -0.335 1.4593
S 2.396 -0.869 -0.085 0.0589
P -1.786 -1.822 -1.020 0.2377
P 0.438 2.317 0.529 0.1975
O 0.944 0.071 -2.958 0.0307
O 0.675 -1.265 1.904 0.0442
N 4.888 -1.178 0.929 0.4636
N 3.396 -1.465 2.500 0.4674
C 1.971 3.165 -0.112 0.0410
C -2.666 -2.837 0.264 0.0037
C 0.349 0.263 -1.975 0.1630
C -1.670 -3.886 -2.987 0.0348
C -0.823 -2.952 -2.119 0.0179
C 0.794 -0.808 0.780 0.1186
C 1.000 4.055 2.678 0.0419
C 3.299 2.586 0.380 0.0166
C -2.012 3.673 0.936 0.0174
C -1.782 -3.502 1.317 0.0270
C 4.662 -1.630 3.199 0.0138
C -0.820 3.607 -0.027 0.1068
C 1.315 1.608 3.150 0.0138
C -3.202 -1.314 -2.111 0.0267
C 1.997 3.285 -1.638 0.0034
C 3.581 -1.211 1.196 -0.0752
C -1.246 3.249 -1.453 0.0365
C 0.234 -3.751 -1.352 0.0042
C 5.703 -1.441 2.113 0.0087
C -4.254 -0.608 -1.266 0.0419
C 0.504 2.650 2.367 0.0019
C -2.738 -0.502 -3.326 0.0552
C -3.620 -3.884 -0.321 0.0488
H -4.280 -4.222 0.489 0.0105
H -1.061 -2.816 1.774 -0.0063
H 2.473 -1.536 2.943 -0.0327
H 1.360 1.909 4.209 0.0004
H 0.927 -4.169 -2.097 0.0008
H 4.749 -2.615 3.673 0.0648
H 1.939 2.297 -2.108 -0.0047
H 1.194 3.926 -2.005 -0.0011
H -4.983 -0.121 -1.927 0.0006
H -4.276 -3.515 -1.117 -0.0044
H -0.283 4.573 -0.033 -0.0021
H 4.748 -0.883 3.994 0.0617
H -2.360 2.670 1.227 0.0137
H 5.244 -1.036 -0.010 -0.0220
H 0.855 4.257 3.746 0.0106
H 3.435 1.556 0.001 -0.0031
H -3.075 -4.763 -0.691 0.0000
H -0.212 -4.593 -0.805 0.0000
H -3.652 -2.238 -2.498 0.0182
H 0.471 4.828 2.115 -0.0021
H -0.462 3.302 -2.213 -0.0075
H -2.126 -4.687 -2.394 0.0004
H 2.073 4.154 2.472 -0.0028
H -2.849 4.201 0.460 0.0021
H -2.025 -1.054 -3.956 0.0024
H -0.993 -4.352 -3.715 0.0002
H -1.238 -4.362 0.910 0.0012
H -1.750 4.221 1.848 0.0004
H -0.296 -2.238 -2.777 -0.0006
H 4.128 3.241 0.034 0.0006
H -3.265 -2.065 0.779 -0.0120
H 3.357 2.575 1.474 0.0029
H -1.585 2.196 -1.466 0.0136
H -4.783 -1.266 -0.569 0.0048
H 0.861 0.613 3.116 0.0036
H -0.542 2.539 2.693 -0.0101
H -2.454 -3.889 2.096 0.0009
H 0.825 -3.139 -0.657 -0.0049
H -3.302 1.478 -1.670 -0.0026
H -3.344 1.841 -0.974 0.0130
H 2.940 3.767 -1.929 0.0003
H 6.378 -0.606 2.306 0.0611
H -3.781 0.143 -0.624 0.0148
H 6.319 -2.334 1.966 0.0643
H -3.608 -0.243 -3.949 0.0005
H -2.251 0.439 -3.039 -0.0104
H -2.456 -3.368 -3.547 -0.0013
H 2.347 1.524 2.788 0.0006
H 1.860 4.187 0.289 0.0348
H -2.081 3.876 -1.787 -0.0008
```

2S+1: 5
Kohn-Sham gap (alpha / beta) in eV: 6.4 / 3.7
Charge: +4


3.
This record from the OMol25 dataset describes a structure of composition C9H11ClF9NaOP at a distorted geometry. The level of theory is wB97M-V/def2-TZVPD.

The geometry in XYZ format:
```
33
Properties=species:S:1:pos:R:3:mulliken_charge:R:1
Cl -0.576 -2.377 3.043 -0.1903
P -0.396 0.881 0.321 -0.2179
Na 3.286 1.985 -0.817 0.9525
F -0.957 -2.345 -3.063 -0.2868
F 1.960 -3.510 -1.677 -0.2490
F -1.538 -1.232 -0.651 -0.2672
F 0.116 -4.471 -2.103 -0.2372
F 0.287 -3.221 -0.405 -0.2096
F 1.540 -0.801 -1.180 -0.3356
F 0.629 0.073 -2.940 -0.3294
F -1.612 0.438 -1.961 -0.2864
F 1.070 -2.231 -3.624 -0.2949
O 0.477 3.282 -0.689 -0.4314
C -2.124 -0.215 2.582 -1.3726
C 0.423 -0.777 -1.933 0.6955
C 0.962 2.042 -0.276 -0.3104
C 0.244 -2.190 -2.571 0.4159
C 0.659 -3.381 -1.664 0.6700
C -0.806 -0.231 -1.158 0.8032
C -0.643 -0.574 2.789 0.3677
C -0.018 4.073 0.409 -0.7521
C 0.302 -0.278 1.589 -0.9267
H 1.511 1.617 -1.153 0.0563
H -2.701 -0.877 3.230 0.4952
H -2.491 -0.377 1.569 0.2724
H 0.621 -1.226 1.158 0.3211
H -0.023 5.108 0.078 0.2787
H 1.211 0.183 2.000 0.5873
H -1.063 3.791 0.564 0.3153
H -2.330 0.791 2.952 0.3415
H -0.315 -0.120 3.719 0.3607
H 0.570 3.938 1.322 0.3585
H 1.725 2.230 0.540 0.4058
```

Kohn-Sham gap in eV: 7.8
Charge: +1


4.
This record from the OMol25 dataset describes a structure of composition FFeH10O5 at a distorted geometry. The level of theory is wB97M-V/def2-TZVPD.

The geometry in XYZ format:
```
17
Properties=species:S:1:pos:R:3:mulliken_spin:R:1
Fe 0.310 -0.357 0.016 3.8246
F 1.411 -1.978 0.522 0.0934
O -0.442 -0.178 2.008 0.0156
O -1.524 -1.526 -0.411 0.0113
O 0.704 -0.260 -2.070 0.0131
O -0.821 1.471 -0.470 0.0188
O 1.883 0.909 0.558 0.0127
H 0.667 -1.139 -2.470 -0.0017
H 2.687 0.794 1.082 0.0020
H 0.818 0.345 -2.811 0.0050
H -1.230 -0.481 2.473 0.0020
H -1.692 -2.417 -0.742 0.0001
H -0.606 2.322 -0.870 0.0022
H 1.704 1.857 0.582 0.0010
H -2.391 -1.188 -0.161 0.0010
H 0.130 0.183 2.697 -0.0019
H -1.607 1.643 0.065 0.0009
```

2S+1: 5
Kohn-Sham gap (alpha / beta) in eV: 9.7 / 8.5
Charge: +1
Relative energy (zero: lowest compared OMol25 entry of this formula, charge and spin) in kJ/mol: 23.0


5.
This record from the OMol25 dataset describes a structure of composition C5H16B2Br4Na3O3 at a distorted geometry. The level of theory is wB97M-V/def2-TZVPD.

The geometry in XYZ format:
```
33
Properties=species:S:1:pos:R:3:mulliken_charge:R:1
Br -16.750 19.577 4.505 -0.1551
Br -13.599 22.677 3.286 -0.1959
Br -17.232 17.153 1.449 -0.2166
Br -20.691 20.125 -0.030 -0.1336
Na -17.075 24.347 0.482 0.5703
Na -16.174 21.509 -2.009 0.6732
Na -13.584 22.437 0.075 0.8030
O -15.758 25.870 -1.171 -0.7249
O -14.174 24.857 -0.206 -0.7791
O -13.904 26.164 -1.926 -0.8187
C -19.004 18.250 1.292 -0.6965
C -18.961 19.223 0.155 0.0036
C -14.572 25.573 -1.081 0.6390
C -16.024 21.292 4.263 -0.2712
C -14.505 21.068 4.042 -0.6598
B -16.121 21.821 0.679 1.3734
B -18.082 23.389 -1.878 0.8652
H -18.721 23.233 -1.022 -0.2604
H -17.087 23.457 -1.468 -0.5959
H -18.211 20.010 0.221 -0.1588
H -18.821 18.600 -0.729 0.3415
H -13.941 20.666 4.884 0.4270
H -15.652 22.493 -0.024 -0.6069
H -15.435 21.309 1.336 -0.5217
H -18.154 22.521 -2.515 -0.4281
H -18.347 24.314 -2.367 -0.2306
H -16.165 22.013 5.068 0.3998
H -16.550 21.810 3.460 0.0816
H -19.190 18.667 2.281 0.3826
H -14.381 20.349 3.231 0.2803
H -16.506 21.094 -0.019 -0.3634
H -16.895 22.344 1.219 -0.4642
H -19.800 17.513 1.185 0.4406
```

Kohn-Sham gap in eV: 2.6
Charge: -1
Relative energy (zero: lowest compared OMol25 entry of this formula, charge and spin) in kJ/mol: 448.5


6.
This record from the OMol25 dataset describes a cluster of 2 separate species, CH4ClN in total at a distorted geometry. The level of theory is wB97M-V/def2-TZVPD.

The geometry in XYZ format:
```
7
Properties=species:S:1:pos:R:3:mulliken_charge:R:1
Cl -2.377 -0.104 -0.014 -0.1821
N -0.010 -0.946 0.019 -0.3677
C -0.774 -0.017 -0.506 -0.3495
H -0.403 0.864 -1.008 0.5333
H 1.011 -0.826 -0.172 0.2559
H -0.387 -1.694 0.651 0.2142
H 0.170 1.916 0.576 -0.1040
```

Kohn-Sham gap (alpha / beta) in eV: 6.2 / 9.4
Relative energy (zero: lowest compared OMol25 entry of this formula, charge and spin) in kJ/mol: 420.1


7.
This record from the OMol25 dataset describes a cluster of 2 separate species, C4H2BrF3O in total at a distorted geometry. The level of theory is wB97M-V/def2-TZVPD.

The geometry in XYZ format:
```
11
Properties=species:S:1:pos:R:3:mulliken_spin:R:1
Br -1.390 -2.485 0.553 0.0087
F -5.373 0.107 0.807 0.0505
F -5.134 0.396 -1.269 0.0580
F -4.529 2.080 0.127 0.0508
O -2.027 1.432 -0.387 0.2839
C -1.192 -0.896 -0.398 0.2166
C -4.692 0.767 -0.104 0.7992
C -0.152 -0.533 -1.153 0.0107
C -2.337 0.249 -0.350 0.5088
H 0.606 -1.150 -1.354 0.0052
H -0.181 0.458 -1.469 0.0076
```

2S+1: 3
Kohn-Sham gap (alpha / beta) in eV: 7.6 / 8.4


8.
This record from the OMol25 dataset describes a structure of composition C35H43ClMoN3O2S2 at a distorted geometry. The level of theory is wB97M-V/def2-TZVPD.

The geometry in XYZ format:
```
87
Properties=species:S:1:pos:R:3:mulliken_charge:R:1
Mo 0.968 -1.229 -0.429 -2.1575
Cl 0.396 2.514 2.367 -0.2041
S 5.223 -2.443 -0.376 -0.3249
S -1.165 -2.290 0.518 -0.6648
O 0.088 1.221 -0.423 -0.0489
O 1.744 0.141 0.720 -0.7167
N -2.918 -0.337 0.316 0.5415
N -3.009 -1.788 2.220 0.1047
N 3.025 -1.241 -0.968 -0.3169
C 0.025 0.260 -1.380 0.3451
C 2.300 -5.939 -1.055 -0.5907
C 0.452 0.409 0.694 1.0811
C 5.389 4.017 -2.168 -1.7308
C -1.382 0.272 5.650 -1.4579
C 5.987 1.548 -0.471 -0.2955
C -1.178 1.898 -2.810 -0.1512
C 5.235 -0.702 -0.507 0.9722
C 3.717 1.106 -1.090 0.5477
C 1.267 -3.285 -0.875 -0.1230
C 3.169 -4.875 -0.908 -0.9846
C -3.957 0.665 0.485 -0.2325
C -5.793 -2.037 0.151 -0.9490
C -0.178 0.847 1.980 0.3014
C 4.841 4.254 0.276 -1.6867
C 6.261 0.206 -0.300 -1.2823
C -0.834 -0.374 -3.576 -0.4366
C 3.037 3.838 -1.380 -2.0251
C 0.441 -4.406 -1.027 0.5873
C -6.220 -0.574 0.211 -0.5195
C 0.936 -5.700 -1.125 -0.9923
C -3.956 -1.246 3.179 -0.7050
C -1.931 2.157 -3.937 -0.8830
C -2.170 1.152 -4.864 -0.4400
C -5.201 0.409 -0.377 -0.9890
C -1.606 -0.108 -4.688 -0.7944
C 3.957 -0.247 -0.871 -1.0942
C 3.530 -2.431 -0.740 0.8180
C -3.298 -0.196 4.079 -0.3284
C -2.490 -1.327 1.086 0.2097
C 4.723 2.026 -0.860 0.0391
C 2.662 -3.580 -0.825 0.7775
C -0.643 0.617 -2.599 1.6630
C 4.494 3.518 -1.026 2.0243
C -2.060 -0.769 4.769 -0.2600
H -1.064 1.126 5.057 0.2885
H -4.276 -2.089 3.795 0.6479
H -2.428 -0.279 -0.575 -0.4087
H -4.231 0.738 1.534 0.2514
H 7.244 -0.126 -0.002 0.4114
H -0.994 2.664 -2.070 0.6009
H -4.834 -0.849 2.671 -0.2866
H -4.016 0.125 4.835 0.6574
H 2.348 3.440 -0.636 0.3613
H 4.176 3.944 1.080 0.3610
H -1.261 0.912 1.920 -0.4483
H 0.257 -6.531 -1.237 0.4226
H 2.782 3.445 -2.362 0.3887
H -7.151 -0.467 -0.348 0.3926
H 6.780 2.258 -0.292 0.4634
H -3.514 1.620 0.182 0.3904
H 2.734 1.396 -1.430 0.2251
H -0.363 -1.349 -3.426 0.4131
H -1.772 -0.875 -5.428 0.4510
H -0.513 -0.153 6.145 0.3861
H -2.500 -2.593 2.568 0.3183
H 4.722 5.325 0.129 0.4724
H 0.144 0.208 2.806 0.3609
H 6.440 3.904 -1.926 0.3691
H 5.191 3.457 -3.079 0.3861
H -3.012 0.685 3.498 0.0173
H -2.797 1.341 -5.722 0.4450
H -5.697 1.373 -0.496 0.4218
H -6.561 -2.663 0.600 0.3634
H 2.682 -6.947 -1.105 0.4227
H -0.635 -4.269 -1.062 0.5068
H -5.659 -2.344 -0.883 0.3583
H 5.199 5.070 -2.348 0.4603
H 5.865 4.076 0.588 0.3420
H -4.890 0.074 -1.370 0.3608
H 2.902 4.916 -1.413 0.5068
H -1.350 -1.124 4.017 0.1444
H -2.332 3.146 -4.096 0.4459
H -2.071 0.625 6.412 0.4243
H -4.859 -2.211 0.674 0.1520
H -2.353 -1.625 5.379 0.4163
H 4.236 -5.041 -0.864 0.4043
H -6.442 -0.284 1.241 0.3047
```

Kohn-Sham gap (alpha / beta) in eV: 6.5 / 6.5
Charge: +1